w | C5H14N2 | ωB97M-V/def2-TZVPD

The geometry in XYZ format:
```
21
Properties=species:S:1:pos:R:3
C 2.51 2.19 0.28
C 2.19 0.78 -0.14
N 0.72 0.45 -0.01
C 0.48 -0.90 -0.51
C -0.91 -1.36 -0.02
N -2.02 -0.60 -0.58
C -3.26 -0.89 0.06
H 3.58 2.38 0.16
H 2.18 2.42 1.29
H 1.97 2.90 -0.33
H 2.67 -0.02 0.43
H 2.34 0.62 -1.21
H 0.56 0.44 0.99
H 1.22 -1.57 -0.07
H 0.34 -0.82 -1.59
H -1.11 -2.43 0.06
H -0.82 -1.00 1.04
H -1.72 0.36 -0.54
H -4.01 -0.14 -0.24
H -3.63 -1.86 -0.27
H -3.28 -0.93 1.17
```

Results
Total charge = 0
Spin multiplicity = 1
LUMO = 1.17 eV
SMILES string = CCNCCNC
E_HOMO = -8.52 eV

x | C5H14N2 | ωB97M-V/def2-TZVPD

The geometry in XYZ format:
```
21
Properties=species:S:1:pos:R:3
C 2.63 -2.20 0.55
C 1.87 -0.83 0.82
C 1.11 -0.48 -0.41
N -0.26 0.30 -0.12
C -1.21 0.94 -1.05
C -2.14 1.96 -0.40
N -3.33 1.40 0.34
H 2.18 -2.76 -0.29
H 3.61 -1.94 0.19
H 2.76 -2.66 1.58
H 2.51 0.05 1.15
H 1.15 -1.06 1.67
H 0.82 -1.39 -0.95
H 1.55 0.22 -1.09
H -0.56 -0.09 0.71
H -0.45 1.50 -1.59
H -1.68 0.14 -1.64
H -1.65 2.52 0.48
H -2.44 2.62 -1.18
H -3.17 1.31 1.34
H -3.31 0.45 -0.08
```

Results
Total charge = 0
Spin multiplicity = 1
LUMO = 1.15 eV
SMILES string = CCCNCCN
E_HOMO = -8.14 eV

y | C5H14N2 | ωB97M-V/def2-TZVPD

The geometry in XYZ format:
```
21
Properties=species:S:1:pos:R:3
C 1.98 -1.36 0.06
C 0.88 -0.37 -0.40
C 1.07 -0.07 -1.99
N -0.55 -0.72 -0.06
C -1.13 -0.14 1.23
C -1.34 1.33 1.27
N -2.06 1.89 0.08
H 3.02 -0.88 -0.06
H 1.92 -2.33 -0.48
H 1.84 -1.59 1.10
H 0.86 0.75 0.10
H 0.28 0.29 -2.66
H 1.36 -0.95 -2.59
H 2.02 0.58 -2.16
H -0.63 -1.81 0.04
H -0.42 -0.36 2.03
H -2.00 -0.83 1.39
H -1.83 1.70 2.19
H -0.33 1.81 1.27
H -3.05 1.95 0.16
H -1.89 1.11 -0.53
```

Results
Total charge = 0
Spin multiplicity = 1
LUMO = 1.02 eV
SMILES string = CC(C)NCCN
E_HOMO = -8.89 eV

Which is less stable than every other structure shown? x is.